{
  "formula": "C5H11N2",
  "method": "ωB97M-V/def2-TZVPD",
  "multiplicity": 1,
  "homo_ev": -12.91,
  "charge": 1,
  "energy_ev": -8335.1919,
  "species": ["C", "N", "C", "C", "C", "N", "C", "H", "H", "H", "H", "H", "H", "H", "H", "H", "H", "H"],
  "coordinates": [[-0.047, 2.036, 0.033], [0.473, 0.872, -0.035], [1.870, 0.664, 0.253], [-0.246, -0.297, -0.502], [-1.769, -0.366, -0.278], [-1.601, -1.549, 0.557], [-0.164, -1.610, 0.325], [0.541, 2.879, 0.364], [-1.076, 2.207, -0.240], [2.254, 1.448, 0.902], [2.022, -0.304, 0.726], [2.442, 0.674, -0.677], [0.046, -0.453, -1.545], [-2.205, 0.458, 0.292], [-2.350, -0.509, -1.192], [-2.146, -2.367, 0.322], [0.388, -1.547, 1.266], [0.194, -2.473, -0.242]],
  "lowdin_charge": [0.219, -0.111, 0.022, -0.209, -0.138, -0.022, -0.131, 0.131, 0.123, 0.116, 0.102, 0.127, 0.171, 0.108, 0.129, 0.122, 0.112, 0.129]
}

=====

{
  "formula": "C5H11N2",
  "method": "ωB97M-V/def2-TZVPD",
  "multiplicity": 1,
  "homo_ev": -13.93,
  "charge": 1,
  "energy_ev": -8334.6384,
  "species": ["C", "N", "C", "N", "C", "C", "C", "H", "H", "H", "H", "H", "H", "H", "H", "H", "H", "H"],
  "coordinates": [[-2.179, 0.957, 1.850], [-1.737, 0.239, 0.999], [-1.554, -0.240, -0.164], [-0.315, -0.229, -0.777], [-0.258, -1.056, -2.003], [0.791, 0.650, -0.371], [1.414, 0.224, 1.067], [-2.657, 1.901, 1.585], [-2.220, 0.614, 2.856], [-2.347, -1.004, -0.385], [-1.149, -1.177, -2.596], [0.435, -0.540, -2.682], [-0.001, -2.153, -1.789], [0.444, 1.758, -0.147], [1.591, 0.812, -1.110], [1.132, -0.720, 1.335], [2.531, 0.160, 1.011], [1.265, 0.918, 1.902]],
  "lowdin_charge": [0.108, 0.089, -0.041, -0.125, -0.030, -0.148, -0.058, 0.129, 0.112, 0.198, 0.083, 0.099, 0.126, 0.150, 0.120, 0.028, 0.090, 0.070]
}

=====

{
  "formula": "C5H11N2",
  "method": "ωB97M-V/def2-TZVPD",
  "multiplicity": 1,
  "homo_ev": -13.37,
  "charge": 1,
  "energy_ev": -8333.7503,
  "species": ["C", "N", "N", "C", "C", "C", "C", "H", "H", "H", "H", "H", "H", "H", "H", "H", "H", "H"],
  "coordinates": [[-1.789, -1.143, -1.234], [-1.554, -0.113, -0.508], [-0.479, 0.307, 0.089], [-0.471, 1.538, 0.916], [0.830, -0.266, -0.106], [1.232, -0.750, -1.256], [1.636, -0.156, 1.215], [-2.845, -1.358, -1.486], [-1.043, -1.788, -1.573], [-2.341, 0.465, -0.021], [-0.337, 1.349, 1.950], [0.362, 2.192, 0.609], [-1.317, 2.111, 0.531], [2.190, -1.290, -1.335], [0.697, -0.718, -2.184], [1.781, 0.931, 1.323], [2.513, -0.680, 1.074], [0.936, -0.632, 1.994]],
  "lowdin_charge": [0.144, 0.029, -0.139, 0.012, -0.315, 0.082, 0.001, 0.128, 0.074, 0.237, 0.087, 0.114, 0.107, 0.100, 0.068, 0.082, 0.057, 0.130]
}

=====

{
  "formula": "C5H11N2",
  "method": "ωB97M-V/def2-TZVPD",
  "multiplicity": 1,
  "homo_ev": -14.34,
  "charge": 1,
  "energy_ev": -8334.6867,
  "species": ["C", "C", "C", "C", "C", "N", "N", "H", "H", "H", "H", "H", "H", "H", "H", "H", "H", "H"],
  "coordinates": [[-1.963, -0.879, -0.179], [-2.620, 0.376, -0.275], [-1.206, -1.280, 0.808], [1.259, 0.184, -0.478], [2.570, -0.394, -0.103], [0.706, 1.145, 0.125], [-1.937, 1.453, -0.053], [-2.186, -1.537, -0.994], [-3.646, 0.604, -0.784], [-1.213, -0.609, 1.742], [-0.697, -2.136, 0.869], [2.421, -0.172, 1.063], [3.362, 0.346, -0.449], [2.693, -1.426, -0.428], [1.151, 1.626, 0.920], [-0.865, 1.460, 0.229], [-2.372, 2.343, -0.292], [0.853, -0.406, -1.314]],
  "lowdin_charge": [-0.161, -0.069, 0.079, -0.295, -0.059, 0.056, 0.185, 0.122, 0.186, 0.130, 0.042, 0.131, 0.115, 0.079, 0.109, 0.084, 0.142, 0.124]
}

=====

{
  "formula": "C5H11N2",
  "method": "ωB97M-V/def2-TZVPD",
  "multiplicity": 1,
  "homo_ev": -13.60,
  "charge": 1,
  "energy_ev": -8334.3292,
  "species": ["C", "C", "C", "C", "C", "N", "N", "H", "H", "H", "H", "H", "H", "H", "H", "H", "H", "H"],
  "coordinates": [[1.853, 0.621, -0.543], [2.078, -0.895, -0.443], [1.247, -0.945, 0.596], [-2.331, -0.688, -0.288], [-0.570, 0.858, 0.543], [0.975, 0.482, 0.658], [-1.230, 0.269, -0.553], [2.755, 1.242, -0.474], [1.381, 0.925, -1.515], [2.611, -1.715, -0.943], [0.843, -1.491, 1.432], [-3.268, -0.397, -0.752], [-1.980, -1.625, -0.818], [-2.461, -0.911, 0.784], [1.248, 0.845, 1.570], [-0.526, 1.971, 0.527], [-1.016, 0.656, 1.560], [-1.609, 0.796, -1.343]],
  "lowdin_charge": [-0.067, 0.049, -0.039, -0.085, -0.141, -0.055, -0.091, 0.136, 0.147, 0.132, 0.137, 0.081, 0.097, 0.086, 0.186, 0.143, 0.151, 0.135]
}

=====

{
  "formula": "C5H11N2",
  "method": "ωB97M-V/def2-TZVPD",
  "multiplicity": 1,
  "homo_ev": -14.86,
  "charge": 1,
  "energy_ev": -8334.4286,
  "species": ["C", "N", "C", "C", "N", "C", "C", "H", "H", "H", "H", "H", "H", "H", "H", "H", "H", "H"],
  "coordinates": [[-1.197, 0.035, -1.035], [-0.038, 0.187, -0.150], [0.316, 1.565, 0.161], [1.199, -0.478, -0.899], [1.785, -1.315, -0.216], [1.272, -1.685, 0.981], [-0.138, -0.655, 1.030], [-2.184, -0.122, -0.615], [-1.241, 1.025, -1.597], [-1.135, -0.852, -1.885], [0.944, 2.072, -0.562], [-0.676, 2.094, 0.326], [0.865, 1.601, 1.100], [1.614, -0.050, -1.790], [2.026, -1.447, 1.871], [1.013, -2.730, 1.157], [-0.893, -1.390, 0.963], [-0.346, -0.181, 1.950]],
  "lowdin_charge": [-0.018, -0.321, 0.005, -0.033, 0.073, -0.103, -0.046, 0.101, 0.124, 0.178, 0.113, 0.144, 0.116, 0.153, 0.170, 0.122, 0.105, 0.117]
}

=====

Max |F| values (in hartree/bohr) by entry order: 0.026; 0.078; 0.076; 0.110; 0.052; 0.106.
E_LUMO values (in Ha) by entry order: -0.181; -0.146; -0.157; -0.169; -0.110; -0.120.